The following is a DFT calculation (wB97M-V/def2-TZVPD) of a cluster of 12 separate species, C11H44F2N23O15S2 in total in a non-equilibrium geometry.

Values from the calculation:
total charge	-1
HOMO level	-6.60	eV
energy relative to the best compared isomer or geometry (same formula, charge and spin)	57.5	kcal/mol
total energy	-104222.38283	eV
LUMO	1.36	eV

Each atom is followed by the atoms it is bonded to, with distances in Å.
Element x y z (Å)
1 S -0.105 0.068 -1.386  S2 2.463, F4 1.611, O5 1.427, O12 1.425, N30 1.665
2 S -0.368 -0.340 1.029  S1 2.463, F3 1.611, O11 1.428, O15 1.428, N30 1.568
3 F -1.142 -1.366 2.001  S2 1.611
4 F 0.494 -0.867 -2.553  S1 1.611
5 O 1.031 0.871 -1.066  S1 1.427
6 O -3.210 -4.924 -1.810  C44 1.216
7 O -0.189 3.667 -0.009  C47 1.233
8 O 3.360 -2.066 6.088  C45 1.222
9 O -3.799 1.321 -4.654  C53 1.216
10 O 5.765 0.760 -3.757  C43 1.214
11 O -1.139 0.860 1.105  S2 1.428
12 O -1.192 0.657 -2.094  S1 1.425
13 O -3.414 4.379 2.364  C46 1.226
14 O -5.986 -0.720 -3.739  C49 1.225
15 O 0.914 -0.422 1.655  S2 1.428
16 O 3.328 1.446 2.788  C51 1.225
17 O 2.584 -5.064 0.107  C50 1.221
18 O 5.625 -2.455 -0.401  C48 1.225
19 O 0.386 1.343 6.051  C52 1.226
20 N -1.632 -3.292 -2.036  C44 1.364, H85 1.014, H88 1.003
21 N -2.847 1.742 -6.674  C53 1.383, H60 1.002, H67 1.000
22 N 5.548 -0.196 -0.288  C48 1.365, H81 1.002, H96 1.006
23 N -1.699 0.532 -5.070  C53 1.369, H54 1.007, H80 1.006
24 N -0.690 0.423 4.347  C52 1.371, H78 1.010, H86 1.001
25 N 0.943 -4.292 1.443  C50 1.377, H68 1.000, H83 1.007
26 N -0.772 2.890 -2.065  C47 1.380, H55 1.007, H84 1.004
27 N -1.427 4.985 -1.402  C47 1.361, H56 1.004, H69 1.001
28 N 3.663 1.629 -3.465  C43 1.373, H74 1.005, H76 1.000
29 N 1.122 -3.450 -0.669  C50 1.364, H73 1.020, H75 1.004
30 N -0.449 -1.154 -0.309  S1 1.665, S2 1.568
31 N 3.192 -2.023 3.799  C45 1.373, H57 1.005, H64 1.003
32 N -5.563 -2.533 -2.465  C49 1.375, H63 1.000, H95 1.003
33 N 1.219 2.270 3.114  C51 1.370, H77 1.008, H89 1.004
34 N -3.040 -3.287 -0.233  C44 1.381, H59 1.007, H82 1.003
35 N -2.303 2.543 1.616  C46 1.371, H66 1.007, H92 1.006
36 N 2.174 2.385 1.059  C51 1.359, H70 1.003, H91 1.005
37 N -3.346 2.519 3.677  C46 1.366, H72 1.003, H97 1.000
38 N 3.630 -1.463 0.005  C48 1.364, H58 1.007, H87 1.004
39 N 3.987 -0.620 -3.306  C43 1.387, H61 1.008, H71 1.007
40 N 2.683 -0.154 5.031  C45 1.382, H62 1.015, H79 1.007
41 N -3.851 -1.043 -2.916  C49 1.384, H90 1.020, H94 1.013
42 N -1.942 1.277 6.079  C52 1.362, H65 0.999, H93 1.006
43 C 4.589 0.616 -3.491  O10 1.214, N28 1.373, N39 1.387
44 C -2.654 -3.927 -1.393  O6 1.216, N20 1.364, N34 1.381
45 C 3.112 -1.468 5.053  O8 1.222, N31 1.373, N40 1.382
46 C -3.061 3.218 2.538  O13 1.226, N35 1.371, N37 1.366
47 C -0.660 3.895 -1.126  O7 1.233, N26 1.380, N27 1.361
48 C 4.975 -1.433 -0.216  O18 1.225, N22 1.365, N38 1.364
49 C -5.160 -1.419 -3.164  O14 1.225, N32 1.375, N41 1.384
50 C 1.600 -4.352 0.235  O17 1.221, N25 1.377, N29 1.364
51 C 2.327 2.002 2.354  O16 1.225, N33 1.370, N36 1.359
52 C -0.700 1.027 5.578  O19 1.226, N24 1.371, N42 1.362
53 C -2.856 1.181 -5.409  O9 1.216, N21 1.383, N23 1.369
54 H -1.312 0.574 -4.141  N23 1.007
55 H -0.439 1.997 -1.740  N26 1.007
56 H -1.853 4.915 -2.309  N27 1.004
57 H 2.850 -1.455 3.044  N31 1.005
58 H 3.285 -2.407 0.075  N38 1.007
59 H -2.401 -2.598 0.129  N34 1.007
60 H -3.591 2.383 -6.871  N21 1.002
61 H 3.172 -0.523 -2.721  N39 1.008
62 H 3.168 0.467 4.390  N40 1.015
63 H -6.489 -2.872 -2.635  N32 1.000
64 H 3.203 -3.025 3.765  N31 1.003
65 H -2.792 0.922 5.690  N42 0.999
66 H -1.712 3.031 0.962  N35 1.007
67 H -2.045 1.644 -7.263  N21 1.000
68 H 1.181 -4.743 2.304  N25 1.000
69 H -1.520 5.808 -0.840  N27 1.001
70 H 2.875 2.079 0.410  N36 1.003
71 H 4.623 -1.386 -3.155  N39 1.007
72 H -2.994 1.582 3.735  N37 1.003
73 H 0.457 -2.713 -0.433  N29 1.020
74 H 4.089 2.539 -3.458  N28 1.005
75 H 1.536 -3.452 -1.584  N29 1.004
76 H 2.703 1.506 -3.716  N28 1.000
77 H 1.274 2.091 4.104  N33 1.008
78 H 0.225 0.389 3.924  N24 1.010
79 H 2.048 0.301 5.667  N40 1.007
80 H -1.031 0.532 -5.823  N23 1.006
81 H 5.199 0.704 -0.019  N22 1.002
82 H -3.622 -3.782 0.417  N34 1.003
83 H 0.091 -3.757 1.486  N25 1.007
84 H -0.750 3.223 -3.012  N26 1.004
85 H -1.082 -2.572 -1.582  N20 1.014
86 H -1.539 0.164 3.884  N24 1.001
87 H 3.041 -0.666 0.164  N38 1.004
88 H -1.334 -3.648 -2.925  N20 1.003
89 H 0.394 2.691 2.727  N33 1.004
90 H -3.576 -0.255 -3.503  N41 1.020
91 H 1.356 2.854 0.710  N36 1.005
92 H -2.278 1.538 1.664  N35 1.006
93 H -1.925 1.729 6.977  N42 1.006
94 H -3.206 -1.813 -2.786  N41 1.013
95 H -5.026 -2.856 -1.682  N32 1.003
96 H 6.544 -0.250 -0.415  N22 1.006
97 H -3.849 2.933 4.435  N37 1.000

Löwdin charges, unit e, in atom order: atom 1 (S): 0.573, atom 2 (S): 0.520, atom 3 (F): -0.180, atom 4 (F): -0.177, atom 5 (O): -0.246, atom 6 (O): 0.034, atom 7 (O): -0.017, atom 8 (O): 0.010, atom 9 (O): 0.044, atom 10 (O): 0.032, atom 11 (O): -0.288, atom 12 (O): -0.271, atom 13 (O): 0.003, atom 14 (O): 0.012, atom 15 (O): -0.243, atom 16 (O): -0.001, atom 17 (O): 0.029, atom 18 (O): 0.020, atom 19 (O): 0.010, atom 20 (N): 0.152, atom 21 (N): 0.146, atom 22 (N): 0.163, atom 23 (N): 0.160, atom 24 (N): 0.164, atom 25 (N): 0.158, atom 26 (N): 0.146, atom 27 (N): 0.178, atom 28 (N): 0.142, atom 29 (N): 0.146, atom 30 (N): -0.295, atom 31 (N): 0.161, atom 32 (N): 0.148, atom 33 (N): 0.176, atom 34 (N): 0.161, atom 35 (N): 0.135, atom 36 (N): 0.170, atom 37 (N): 0.147, atom 38 (N): 0.180, atom 39 (N): 0.153, atom 40 (N): 0.136, atom 41 (N): 0.162, atom 42 (N): 0.160, atom 43 (C): -0.687, atom 44 (C): -0.692, atom 45 (C): -0.655, atom 46 (C): -0.650, atom 47 (C): -0.598, atom 48 (C): -0.692, atom 49 (C): -0.655, atom 50 (C): -0.677, atom 51 (C): -0.665, atom 52 (C): -0.640, atom 53 (C): -0.650, atom 54 (H): 0.057, atom 55 (H): -0.003, atom 56 (H): 0.097, atom 57 (H): 0.059, atom 58 (H): 0.074, atom 59 (H): 0.053, atom 60 (H): 0.100, atom 61 (H): 0.056, atom 62 (H): 0.050, atom 63 (H): 0.093, atom 64 (H): 0.092, atom 65 (H): 0.084, atom 66 (H): 0.061, atom 67 (H): 0.082, atom 68 (H): 0.099, atom 69 (H): 0.112, atom 70 (H): 0.087, atom 71 (H): 0.101, atom 72 (H): 0.047, atom 73 (H): 0.015, atom 74 (H): 0.097, atom 75 (H): 0.109, atom 76 (H): 0.084, atom 77 (H): 0.073, atom 78 (H): 0.061, atom 79 (H): 0.054, atom 80 (H): 0.088, atom 81 (H): 0.090, atom 82 (H): 0.106, atom 83 (H): 0.070, atom 84 (H): 0.107, atom 85 (H): 0.020, atom 86 (H): 0.068, atom 87 (H): 0.067, atom 88 (H): 0.118, atom 89 (H): 0.095, atom 90 (H): 0.043, atom 91 (H): 0.043, atom 92 (H): 0.020, atom 93 (H): 0.110, atom 94 (H): 0.053, atom 95 (H): 0.054, atom 96 (H): 0.104, atom 97 (H): 0.097